(1)
C24H24BrN5Rh as an isolated structure. Source: OMol25; level of theory: wB97M-V/def2-TZVPD.

2S+1: 1
DFT total energy: -105755.5315 eV
LUMO energy: -9.83 eV
charge: +3
orbital gap: 8.7 eV
E_HOMO: -18.5 eV
relative energy (zero: lowest compared OMol25 entry of this formula, charge and spin): 0.000 eV

Geometry (Å):
Rh 0.012 -0.395 0.196
C 1.173 0.678 2.700
C 2.243 1.385 1.894
C 2.853 0.600 0.758
C 4.223 0.701 0.558
C 4.833 0.047 -0.496
C 4.040 -0.709 -1.346
C 2.691 -0.783 -1.095
N 2.087 -0.152 -0.063
N -0.128 0.597 1.982
C -1.102 -0.211 2.781
C -2.287 -0.497 1.915
C -3.575 -0.642 2.386
C -4.595 -0.894 1.478
C -4.294 -0.972 0.127
C -2.984 -0.815 -0.277
N -1.995 -0.591 0.603
C -0.707 1.960 1.749
C -0.495 2.404 0.342
C -0.601 3.726 -0.050
C -0.401 4.055 -1.381
C -0.072 3.051 -2.284
C 0.026 1.755 -1.829
N -0.210 1.437 -0.546
H 1.481 -0.341 2.941
H 1.004 1.205 3.642
H 1.876 2.344 1.514
H 3.045 1.645 2.584
H 4.809 1.302 1.240
H 5.901 0.126 -0.650
H 4.456 -1.240 -2.191
H 2.061 -1.369 -1.744
H -0.609 -1.136 3.087
H -1.383 0.330 3.688
H -3.780 -0.555 3.445
H -5.614 -1.013 1.823
H -5.064 -1.151 -0.611
H -2.710 -0.865 -1.320
H -1.778 1.927 1.957
H -0.267 2.671 2.450
H -0.833 4.487 0.684
H -0.487 5.083 -1.708
H 0.117 3.268 -3.326
H 0.323 0.948 -2.484
Br 0.490 -2.926 0.889
C 0.035 -2.965 -0.965
C -0.042 -4.131 -1.687
C -0.395 -4.006 -3.026
C -0.653 -2.746 -3.554
C -0.542 -1.636 -2.741
N -0.188 -1.741 -1.447
H 0.162 -5.090 -1.230
H -0.467 -4.889 -3.649
H -0.937 -2.623 -4.590
H -0.744 -0.644 -3.121


(2)
One molecule with the formula C4H11NS2 at a distorted geometry. Source: OMol25; level of theory: wB97M-V/def2-TZVPD.

2S+1: 1
DFT total energy: -27485.3674 eV
LUMO energy: 0.68 eV
structure (SMILES): CNCCCSS
charge: 0
orbital gap: 8.3 eV
E_HOMO: -7.6 eV
relative energy (zero: lowest compared OMol25 entry of this formula, charge and spin): 1.898 eV

Geometry (Å):
S -0.870 -1.751 -1.115
S 1.093 -1.290 -0.726
C 1.583 -0.197 0.776
C 1.586 1.346 0.540
C 0.231 1.845 1.136
N -0.783 1.368 0.153
C -2.116 1.392 0.842
H -1.261 -0.932 -0.137
H 1.022 -0.634 1.595
H 2.610 -0.547 0.906
H 2.570 1.737 0.827
H 1.558 1.539 -0.524
H 0.076 2.932 1.173
H -0.018 1.283 2.018
H -0.793 1.832 -0.747
H -1.974 0.671 1.668
H -2.268 2.367 1.329
H -2.957 1.232 0.193


(3)
C48H49HfN5S2Se3Si as an isolated structure at a distorted geometry. Source: OMol25; level of theory: wB97M-V/def2-TZVPD.

2S+1: 1
DFT total energy: -284916.5583 eV
LUMO energy: -0.32 eV
charge: 0
orbital gap: 7.4 eV
E_HOMO: -7.7 eV
relative energy (zero: lowest compared OMol25 entry of this formula, charge and spin): 1.950 eV

Geometry (Å):
Hf -1.115 -0.417 -0.504
Se 1.837 -3.709 0.629
Se 1.254 -1.511 1.113
C 2.931 -0.720 0.515
C 4.010 -0.797 1.388
C 5.232 -0.314 0.950
C 5.317 0.232 -0.321
C 4.165 0.283 -1.095
N 2.988 -0.185 -0.688
C 1.758 -3.707 -1.305
C 1.970 -4.924 -1.946
C 1.926 -4.933 -3.326
C 1.685 -3.743 -4.001
C 1.484 -2.595 -3.258
N 1.518 -2.579 -1.925
H 3.892 -1.236 2.369
H 6.101 -0.362 1.594
H 6.250 0.620 -0.706
H 4.183 0.719 -2.088
H 2.152 -5.829 -1.380
H 2.073 -5.858 -3.869
H 1.644 -3.709 -5.081
H 1.261 -1.642 -3.723
C 1.798 -0.056 4.698
C 1.132 1.155 5.350
C 2.156 2.297 5.370
C 0.743 0.787 6.788
C -0.117 1.597 4.586
C -0.860 2.696 5.060
C -1.989 3.150 4.415
C -2.384 2.504 3.246
S -3.733 2.835 2.208
C -3.243 1.520 1.185
N -2.174 0.883 1.563
C -1.661 1.424 2.743
C -0.539 0.961 3.434
C -3.917 1.198 -0.067
C -5.190 1.686 -0.361
C -5.762 1.390 -1.584
C -5.050 0.628 -2.504
C -3.786 0.152 -2.189
C -3.181 0.406 -0.954
H 2.676 -0.343 5.280
H 2.128 0.178 3.682
H 1.128 -0.917 4.650
H 3.032 2.003 5.952
H 1.746 3.205 5.817
H 2.482 2.538 4.357
H 1.620 0.435 7.336
H -0.008 -0.006 6.796
H 0.336 1.644 7.327
H -0.541 3.204 5.962
H -2.549 3.990 4.806
H -0.007 0.112 3.034
H -5.732 2.285 0.362
H -6.752 1.755 -1.824
H -5.486 0.409 -3.472
H -3.241 -0.423 -2.924
N 5.011 6.543 3.934
C 4.323 5.792 3.400
C 3.464 4.854 2.733
C 4.016 3.776 2.042
C 3.191 2.865 1.410
C 1.802 3.010 1.462
C 1.259 4.096 2.161
C 2.080 5.013 2.785
C 0.931 2.051 0.863
C 0.187 1.234 0.351
H 5.091 3.660 2.005
H 3.616 2.029 0.871
H 0.183 4.198 2.215
H 1.658 5.849 3.328
S -3.084 -2.969 3.920
C -2.203 -4.080 2.964
C -1.636 -3.434 1.919
N -1.867 -2.075 1.865
C -2.621 -1.714 2.864
H -2.155 -5.129 3.201
H -1.051 -3.902 1.145
H -2.949 -0.703 3.035
C -0.323 2.714 -4.990
C 0.321 1.336 -4.794
C -0.089 0.401 -5.940
C 1.850 1.478 -4.759
C -0.131 0.771 -3.516
C -0.491 0.310 -2.450
H 0.031 3.164 -5.921
H -0.069 3.376 -4.162
H -1.409 2.628 -5.037
H 0.228 0.820 -6.897
H -1.171 0.266 -5.959
H 0.374 -0.581 -5.824
H 2.212 1.866 -5.715
H 2.323 0.513 -4.574
H 2.150 2.163 -3.965
C -2.559 -2.480 -4.673
Si -2.841 -3.570 -3.171
C -2.152 -5.272 -3.541
C -4.670 -3.670 -2.791
Se -1.761 -2.857 -1.314
H -2.916 -2.991 -5.572
H -1.496 -2.261 -4.798
H -3.092 -1.533 -4.599
H -2.799 -5.809 -4.239
H -2.064 -5.861 -2.627
H -1.157 -5.190 -3.984
H -5.230 -4.013 -3.666
H -5.049 -2.688 -2.499
H -4.856 -4.360 -1.967